No. 1
24
Properties=species:S:1:pos:R:3:forces:R:3 method="wB97M-V/def2-TZVPD" largest_force_ha_per_bohr=0.1339 e_above_lowest_kj_mol=0.0 e_tot_ev=-22348.8493 homo_ev="-19.30 / -19.28" multiplicity=3 charge=+3
Au 0.096011 -0.314796 0.358002 0.872 0.103 0.348
O -1.712179 -2.323873 1.996538 2.385 3.164 -1.817
C -1.098944 -1.506763 1.478280 -3.875 -4.805 3.048
C 1.147363 0.918978 -0.872576 3.755 3.999 -3.555
O 1.838367 1.615137 -1.463366 -2.570 -2.651 2.298
C -0.731834 1.322668 1.233590 -2.201 5.764 2.419
O -1.188381 2.324861 1.541055 1.550 -3.568 -1.090
C 0.894521 -1.951821 -0.567041 1.926 -4.769 -3.305
O 1.132920 -2.803295 -1.292277 -0.840 3.010 2.558
C -3.762967 -0.355688 -2.821694 -2.700 -2.451 2.203
H -3.708306 -1.451386 -2.868145 -0.063 0.364 -0.091
H -4.511793 0.069771 -2.140486 0.177 -0.108 -0.306
C -2.943339 0.425648 -3.543191 2.402 2.410 -2.373
H -2.993514 1.518780 -3.481819 -0.052 -0.285 -0.076
H -2.188594 -0.000478 -4.214645 -0.279 0.116 0.117
C 4.608631 0.378028 3.102013 -0.135 0.191 0.134
C 3.440371 0.083270 2.182324 0.398 -0.701 -0.318
O 2.443549 1.122376 2.110295 -0.844 -0.009 0.168
H 5.079913 1.339604 2.865426 -0.163 -0.209 0.021
H 5.374072 -0.401549 3.014719 -0.216 0.093 -0.071
H 4.276970 0.380283 4.145728 0.089 0.093 -0.092
H 3.785991 -0.048444 1.153170 0.070 0.123 -0.022
H 2.943177 -0.854877 2.466797 0.142 0.039 0.154
H 2.235216 1.383109 3.025930 0.171 0.085 -0.350

No. 2
35
Properties=species:S:1:pos:R:3:forces:R:3 method="wB97M-V/def2-TZVPD" largest_force_ha_per_bohr=0.1410 e_above_lowest_kj_mol=0.0 e_tot_ev=-147341.1062 homo_ev=-2.91 charge=-1
C 3.418967 0.429406 2.003249 0.985 0.546 -0.333
C 3.320412 0.993122 0.524745 -0.349 -0.918 -0.366
B 1.827607 0.877530 -0.125076 1.189 1.122 0.211
O 1.424774 1.948221 -0.911163 0.498 -1.489 0.132
C 0.965852 -0.431756 0.245165 -0.380 0.549 -0.124
C 1.781312 -1.771501 -0.062839 -1.717 0.779 1.279
Cl 1.474319 -2.879392 1.368652 0.386 0.555 -0.735
S 1.211166 -2.708822 -1.543822 2.625 -4.932 -1.986
O 1.293461 -4.117398 -1.189662 -1.359 1.506 0.553
O 2.121669 -2.524931 -2.668326 -1.395 2.121 1.024
O -0.361691 -2.431972 -1.900256 1.516 1.244 1.582
C -0.759792 -1.051922 -1.719641 -1.484 0.754 -0.048
I 0.050236 0.092155 -3.364442 -0.208 -0.011 0.187
C -0.521643 -0.489340 -0.272978 0.044 -1.788 0.524
S -1.479485 1.060401 0.076011 0.241 3.045 0.222
O -1.518954 1.976655 -1.046456 -0.058 -1.531 -0.001
O -1.025674 1.682755 1.313990 0.148 -1.676 -0.853
C -3.272432 0.573382 0.407605 -1.295 -1.494 2.574
F -3.582578 -0.621151 -0.179941 1.096 1.718 -0.274
F -3.306826 0.359566 1.778956 0.784 0.589 -1.835
C -4.289661 1.774750 0.091139 -3.513 -0.216 0.336
F -3.754078 2.985435 0.381886 -0.236 -1.402 -0.654
F -5.531531 1.693421 0.835114 4.794 4.835 -2.493
F -4.701555 1.663360 -1.208529 1.227 0.599 1.302
H 4.172146 1.061366 2.546837 -0.682 -0.728 -0.302
H 2.465381 0.484890 2.576347 0.697 -0.175 -0.482
H 3.833770 -0.614068 1.962200 -0.669 0.892 0.346
H 3.716117 2.036992 0.420831 -0.344 -0.880 0.217
H 3.968980 0.329206 -0.123682 -0.332 0.791 0.536
H 2.230969 2.352075 -1.278717 -0.561 0.254 0.414
H 0.886811 -0.426980 1.368438 0.105 0.177 -1.105
H 2.877607 -1.613441 -0.138834 -0.880 -0.268 -0.295
H -1.872920 -1.055291 -1.868917 1.172 -0.098 -0.076
H -1.027988 -1.240468 0.410137 0.193 0.686 -0.731
Br -6.034747 -0.396256 1.291978 -2.239 -5.155 1.255

No. 3
20
Properties=species:S:1:pos:R:3:forces:R:3 method="wB97M-V/def2-TZVPD" largest_force_ha_per_bohr=0.0920 e_above_lowest_kj_mol=397.3 e_tot_ev=-10620.2098 homo_ev="-6.43 / -6.58" charge=0
B -0.204085 -0.376200 0.106846 0.744 -1.048 -1.208
C -1.104204 1.649635 1.507344 -1.433 0.345 -0.291
C 0.172015 1.669808 1.055034 3.378 -0.936 -0.375
C 2.207094 0.586923 -0.005824 1.907 -1.253 -0.966
C 2.808823 -0.424044 -0.923276 -1.499 0.815 1.123
C -2.035023 0.672955 1.138704 1.187 1.834 0.804
C 0.878527 0.648910 0.330242 -2.018 -0.215 0.424
C 2.232640 -1.312909 -1.743476 0.983 -1.184 -1.661
C -2.581177 -1.174491 -0.351835 2.843 -3.763 0.383
N -1.576701 -0.280458 0.289542 -1.551 -1.036 -0.140
H -1.323055 2.594915 1.986601 -0.865 -0.474 0.605
H 0.851271 2.420122 1.407545 -0.094 1.053 -0.022
H 2.979595 1.168042 0.518254 -0.641 0.190 -0.264
H 3.857548 -0.528564 -0.910522 1.244 0.247 0.484
H -2.988285 0.658499 1.628841 -0.516 -0.402 -0.327
H 2.862309 -2.078933 -2.341461 -0.906 1.368 1.328
H 1.233750 -1.273898 -2.104523 -0.881 0.121 0.162
H -3.147280 -1.828556 0.336138 -0.397 1.367 0.231
H -3.104883 -0.670209 -1.113227 -0.897 0.526 -0.604
H -2.018879 -2.121546 -0.810948 -0.588 2.445 0.314